Entry 1:
The following is a DFT calculation (ωB97M-V with the def2-TZVPD basis set) of a structure of composition C35H33N4O3SV.

```
77
Properties=species:S:1:pos:R:3:forces:R:3:lowdin_charge:R:1
V 0.67150 -0.87879 0.52388 0.12 0.25 0.21 0.998
O 1.55599 -0.83246 5.96606 0.04 0.00 -0.02 0.106
C 0.31789 -0.38104 5.76325 0.01 -0.01 -0.02 -0.241
C -0.40374 0.00530 6.89620 -0.01 0.00 0.00 0.018
C -1.68631 0.48076 6.77133 0.01 0.00 0.02 -0.029
C -2.30355 0.58991 5.51592 -0.02 0.01 0.00 -0.060
C -1.60892 0.21786 4.39865 0.00 -0.01 0.00 -0.019
C -0.28876 -0.27289 4.49053 0.12 0.02 0.02 -0.079
C 0.40858 -0.65154 3.29297 -0.14 0.02 0.06 -0.341
O -0.21231 -0.53284 2.12386 0.14 -0.10 -0.16 -0.159
N 1.63016 -1.13864 3.30275 0.01 0.00 0.07 0.098
N 1.97017 -1.47006 2.03233 -0.01 0.03 -0.07 -0.061
C 3.01346 -2.15925 1.76765 -0.03 0.01 0.02 0.023
C 3.13814 -2.53650 0.36419 0.00 -0.01 -0.01 -0.216
C 4.18386 -3.26668 -0.16027 0.01 -0.02 -0.03 0.037
C 4.15700 -3.58912 -1.51309 0.02 0.00 0.02 0.007
C 3.08601 -3.17680 -2.28619 -0.03 0.01 -0.01 0.000
C 2.06943 -2.44775 -1.68923 0.01 -0.01 0.02 -0.078
N 2.09314 -2.13456 -0.39380 -0.06 0.04 -0.01 0.024
H 1.97136 -1.08421 5.12169 -0.03 0.00 0.02 0.078
H 0.07762 -0.08371 7.86044 0.00 0.00 -0.01 0.133
H -2.22808 0.77415 7.66102 0.00 0.00 -0.01 0.122
H -3.31491 0.96232 5.43808 0.00 0.00 0.00 0.113
H -2.06549 0.28799 3.42112 0.00 0.00 0.01 0.095
H 3.70681 -2.47717 2.53773 0.00 0.00 0.01 0.158
H 4.99982 -3.57971 0.47668 -0.01 0.01 0.00 0.137
H 4.96473 -4.15895 -1.95264 -0.01 0.00 0.00 0.134
H 3.02648 -3.41195 -3.33922 0.01 0.00 0.01 0.128
H 1.21287 -2.10102 -2.25202 0.01 0.02 0.00 0.100
C 2.26651 2.25242 2.06562 0.01 0.00 0.04 -0.014
C 2.39761 2.55915 0.60443 0.03 0.05 -0.05 -0.193
C 2.98241 3.73061 0.15497 -0.03 -0.01 0.03 -0.012
C 3.07599 3.99749 -1.20508 0.00 0.01 -0.03 -0.018
C 2.57711 3.10822 -2.14929 -0.01 -0.01 0.00 -0.020
C 1.98377 1.92108 -1.75701 0.03 0.07 0.01 -0.196
C 1.43051 0.95706 -2.76441 -0.02 -0.02 -0.03 -0.022
C 1.92168 1.66158 -0.37360 -0.09 0.00 0.08 -0.230
N 1.35137 0.49207 0.04761 0.06 -0.32 -0.06 0.046
H 2.51796 3.12638 2.66234 0.01 -0.01 0.00 0.094
H 2.93822 1.44356 2.36294 -0.01 -0.01 -0.01 0.090
H 1.24902 1.94910 2.32030 -0.01 0.01 -0.01 0.075
H 3.36168 4.44603 0.87308 0.00 -0.01 0.00 0.126
H 3.53658 4.91969 -1.53506 0.00 -0.01 0.00 0.123
H 2.64511 3.34624 -3.20322 0.00 0.00 0.01 0.126
H 1.20211 1.47628 -3.69399 0.01 -0.01 0.00 0.094
H 0.51197 0.48352 -2.41049 0.01 0.00 0.00 0.060
H 2.16387 0.18033 -2.99759 -0.01 0.00 0.01 0.086
O -0.76552 -1.31266 -0.63615 -0.11 -0.11 0.03 -0.590
S -2.15966 -1.80779 -0.08644 0.12 0.02 -0.04 1.119
C -3.21547 -0.29745 -0.11659 0.00 0.00 -0.08 -0.211
C -2.46823 0.94006 -0.51902 -0.04 -0.02 0.03 -0.273
C -1.84932 1.72040 0.45522 0.01 0.02 -0.04 -0.043
C -1.18254 2.88290 0.09705 -0.03 -0.01 0.00 -0.058
C -1.12999 3.26795 -1.23565 -0.01 0.03 0.00 -0.059
C -1.75254 2.49555 -2.20726 -0.01 0.01 -0.01 -0.050
C -2.42126 1.33279 -1.85263 0.05 0.01 -0.01 -0.018
C -2.78197 -2.80454 -1.46249 -0.13 0.01 -0.02 -0.258
C -2.88879 -2.09292 -2.77515 0.01 0.00 0.06 -0.290
C -4.12470 -1.62594 -3.21431 0.00 0.02 -0.02 -0.052
C -4.22643 -0.94780 -4.42134 -0.01 -0.02 0.01 -0.053
C -3.09461 -0.74215 -5.19755 -0.01 0.01 0.00 -0.055
C -1.86220 -1.22234 -4.77234 0.02 0.03 0.02 -0.056
C -1.75885 -1.89437 -3.56531 -0.04 0.04 0.00 -0.048
H -3.59221 -0.23442 0.90336 -0.01 0.00 0.01 0.103
H -4.03929 -0.52165 -0.79443 0.03 0.01 0.00 0.096
H -1.90785 1.43285 1.49755 -0.01 0.01 0.00 0.099
H -0.72271 3.49989 0.85871 -0.01 0.00 0.00 0.118
H -0.62264 4.18307 -1.51359 0.00 -0.01 0.00 0.118
H -1.73534 2.80946 -3.24341 0.00 -0.01 0.02 0.119
H -2.92575 0.74640 -2.61074 0.02 -0.02 -0.01 0.102
H -3.74791 -3.15497 -1.08644 -0.01 0.00 -0.05 0.116
H -2.11250 -3.66649 -1.48209 0.04 0.03 0.00 0.111
H -5.01584 -1.80784 -2.62334 0.00 -0.01 -0.02 0.124
H -5.19068 -0.59394 -4.76051 0.01 -0.01 0.00 0.120
H -3.17571 -0.22403 -6.14389 0.00 -0.01 0.01 0.118
H -0.98512 -1.08230 -5.39113 -0.01 0.00 0.01 0.113
H -0.80082 -2.28120 -3.24151 -0.02 -0.04 0.00 0.095
```
Forces are in eV/Å.

## Properties
- energy (eV) = -85444.03327
- net charge = +2
- multiplicity = 1
- gap between HOMO and LUMO (eV) = 6.14

Entry 2:
The following is a DFT calculation (ωB97M-V with the def2-TZVPD basis set) of a structure of composition C35H34BrF4HgN8O3PS3.

```
90
Properties=species:S:1:pos:R:3:forces:R:3:mulliken_spin:R:1
Hg -1.64743 -1.56939 0.68335 -0.49 0.06 0.03 -0.003
N -4.60513 -2.32011 4.09458 0.31 0.01 0.12 0.000
C -3.91790 -1.88918 2.96470 -0.55 0.51 -0.18 0.000
S -3.11504 -3.12558 2.07927 0.40 -0.37 -0.46 0.000
N -4.06439 -0.63557 2.67718 -0.35 0.11 0.60 0.000
N -3.52013 -0.18066 1.51486 0.62 -0.79 0.09 0.000
C -3.87760 0.98857 1.19682 -0.47 1.06 -0.56 -0.002
C -3.47869 1.70705 -0.01221 0.27 -0.68 -0.53 -0.005
C -4.18917 2.85986 -0.36988 0.23 0.08 0.92 0.001
C -3.88010 3.61887 -1.46782 -0.22 0.30 -0.46 0.001
C -2.89206 3.17475 -2.34042 0.20 0.19 -0.07 0.008
C -2.21321 2.02058 -2.07232 0.09 -0.35 0.40 -0.013
C -2.45880 1.23466 -0.90766 -0.20 0.08 0.00 -0.001
O -1.71970 0.18158 -0.74167 0.03 0.02 0.13 -0.013
H -4.06319 -3.03202 4.55219 -0.01 -0.32 0.20 0.000
H -4.78767 -1.55990 4.74050 0.01 0.10 -0.22 0.000
H -4.60498 1.49159 1.84072 0.03 0.02 0.04 0.000
H -4.94205 3.21614 0.32701 -0.09 -0.05 -0.04 0.000
H -4.38913 4.54759 -1.66532 -0.22 0.12 0.01 0.000
H -2.60197 3.75037 -3.21385 -0.15 0.05 0.02 0.004
H -1.41714 1.68654 -2.71237 0.03 -0.07 -0.19 0.018
F 0.89812 -3.84342 -7.12688 0.02 0.11 0.09 0.000
C 0.91264 -3.10065 -6.01442 -0.39 -0.27 -0.31 0.000
C 2.10240 -2.75227 -5.43185 0.33 0.40 0.29 -0.006
F 3.24964 -3.10880 -5.99630 0.26 -0.19 -0.21 0.000
C 2.12000 -1.97288 -4.28181 0.42 -0.01 0.38 -0.030
F 3.34459 -1.60490 -3.83762 -0.64 -0.25 -0.51 -0.001
C 0.95850 -1.60000 -3.61797 0.08 0.12 -0.44 0.044
P 0.92360 -0.70779 -1.98067 0.05 -0.53 -0.15 -0.018
C 2.62501 -1.09699 -1.38361 -0.30 -0.13 0.06 -0.002
C 3.61199 -0.15098 -1.15228 -0.40 -0.20 0.02 -0.010
C 4.78415 -0.54361 -0.54577 0.83 0.22 0.14 0.000
C 5.03128 -1.86459 -0.20461 0.10 0.01 0.04 0.001
C 4.04730 -2.81321 -0.42775 0.07 -0.12 0.04 0.000
C 2.85267 -2.42288 -0.99702 -0.31 0.20 -0.09 0.000
C 1.01032 1.02232 -2.53177 0.01 0.01 -0.11 -0.013
C 1.09889 1.96988 -1.55995 0.27 -0.53 0.87 0.257
C 1.29658 3.40142 -1.86167 0.27 0.40 -0.06 -0.034
C 1.06784 3.74990 -3.28460 -0.18 0.35 -0.30 0.327
C 0.86883 2.79511 -4.22004 -0.11 0.00 -0.06 -0.099
C 0.88067 1.42276 -3.88146 0.06 -0.34 -0.46 0.458
C -0.24196 -1.93691 -4.27698 -0.10 0.27 0.44 0.002
Br -1.87943 -1.27714 -3.61113 0.06 -0.06 -0.01 0.002
C -0.27284 -2.66547 -5.44745 -0.16 -0.04 0.00 0.000
F -1.42979 -2.96287 -6.05854 0.32 0.02 0.11 0.000
H 3.45357 0.88187 -1.42711 0.01 0.04 0.00 -0.002
H 5.54372 0.20495 -0.34661 0.02 -0.04 -0.02 0.000
H 5.98245 -2.15152 0.23471 -0.14 0.08 0.02 0.000
H 4.19221 -3.84400 -0.12054 0.00 0.07 -0.08 0.000
H 2.06351 -3.16136 -1.10979 0.00 0.04 -0.05 0.000
H 1.12727 1.67457 -0.49546 -0.06 0.09 -0.57 -0.022
H 2.34747 3.65498 -1.60319 -0.18 0.13 0.14 0.072
H 1.03829 4.80476 -3.56557 0.04 -0.27 0.11 0.004
H 0.66694 3.07344 -5.24754 0.07 0.01 -0.03 -0.006
H 0.73391 0.69366 -4.67827 0.08 0.12 0.27 0.040
N -1.78525 -4.45188 -1.91043 0.00 -0.21 0.28 0.000
N -1.10249 -3.62408 -0.96186 0.53 -0.08 -0.52 0.000
H -1.14661 -4.86561 -2.58555 -0.15 0.21 0.05 0.000
H -2.47372 -3.88505 -2.38183 0.05 0.05 -0.12 0.000
H -0.26547 -3.20947 -1.38626 -0.31 0.01 0.26 0.000
H -0.79409 -4.20967 -0.19367 -0.06 -0.01 0.03 0.000
N -1.05015 4.29913 0.36552 0.04 -0.03 -0.24 0.000
C -0.70289 4.18661 1.77181 0.01 0.19 0.19 0.000
C 0.34721 3.10143 1.93137 0.36 0.20 0.01 -0.002
N -0.07485 1.73566 1.68678 -0.02 -0.21 1.04 0.002
H -1.79044 4.96111 0.18118 -0.11 0.01 0.14 0.000
H -1.39244 3.40085 0.03126 -0.09 0.14 -0.05 0.000
H 0.66546 4.02025 -1.21545 0.06 0.04 0.16 0.038
H -1.54491 3.93170 2.43230 -0.09 0.10 -0.06 0.000
H -0.27645 5.14615 2.11677 -0.16 -0.28 -0.11 0.000
H 0.70769 3.14427 2.96732 0.16 -0.05 -0.24 0.000
H 1.17678 3.35531 1.24446 -0.11 -0.09 0.32 0.000
H -0.62448 1.58761 0.86075 -0.23 0.01 -0.47 0.002
H -0.62117 1.39713 2.48642 0.22 0.12 -0.49 0.001
O -1.98946 -1.17225 5.44128 -0.26 -0.02 0.05 0.000
S -0.99431 -0.40793 4.74946 -0.04 0.18 0.48 0.000
O -1.05396 1.02779 4.82596 -0.13 0.03 -0.14 0.000
N -0.83634 -0.89802 3.20167 -0.05 0.23 0.25 0.000
C 0.33154 -1.41612 2.98927 0.90 -0.45 -0.07 0.000
S 0.81041 -2.03945 1.48305 -0.12 0.14 0.16 0.000
C 1.26051 -1.46295 4.19246 -0.54 -0.06 -0.33 0.000
C 2.55187 -1.96410 4.33377 -0.78 0.14 -0.76 0.000
C 3.10930 -1.92151 5.58718 0.86 -0.19 0.01 0.000
C 2.42779 -1.39382 6.67614 0.57 -0.08 0.29 0.000
C 1.15318 -0.89778 6.53988 -0.53 0.43 0.42 0.000
C 0.59241 -0.94477 5.27934 0.33 -0.05 0.11 0.000
H 3.06915 -2.35962 3.46653 0.02 0.00 0.11 0.000
H 4.12983 -2.28837 5.68885 -0.21 0.06 0.23 0.000
H 2.93612 -1.35127 7.63143 -0.10 -0.03 0.05 0.000
H 0.62534 -0.46447 7.39668 0.13 -0.20 -0.41 0.000
```
Forces are in eV/Å.

## Properties
- energy (eV) = -181791.26696
- net charge = -1
- multiplicity = 2
- <S²> = 0.791
- gap between HOMO and LUMO (spin up / spin down) (eV) = 6.61 / 6.40

Entry 3:
The following is a DFT calculation (ωB97M-V with the def2-TZVPD basis set) of a structure of composition C35H34CaClN5O9P2S3.

```
90
Properties=species:S:1:pos:R:3:forces:R:3:lowdin_charge:R:1
Ca -0.74890 0.24156 0.20341 -0.18 -0.45 -0.30 1.240
C 0.56370 -1.11552 4.53560 -0.04 -0.05 -0.02 -0.039
C 0.61265 -0.58275 3.12442 0.05 0.08 -0.05 -0.249
N -0.47045 -0.28375 2.50329 -0.04 0.06 -0.31 -0.035
N -1.64963 -0.31973 3.23376 0.14 0.06 0.06 -0.082
C -2.77792 -0.38112 2.62952 -0.26 0.07 0.24 -1.096
S -3.33628 -0.63558 0.99781 0.38 0.19 0.10 0.476
S -4.18952 -0.19304 3.72630 -0.05 -0.03 0.00 0.840
C -3.48000 0.63941 5.17860 -0.01 -0.01 0.09 -0.451
C -3.33785 2.12148 4.97216 0.00 0.03 0.00 -0.296
C -4.44197 2.95562 5.12936 -0.01 -0.01 0.03 -0.070
C -4.34898 4.31542 4.87872 -0.03 0.01 -0.01 -0.104
C -3.14709 4.86166 4.45251 0.03 0.02 0.00 -0.110
C -2.04077 4.04121 4.29474 0.03 -0.01 0.00 -0.092
C -2.13093 2.68281 4.56157 -0.09 -0.05 -0.04 -0.038
C 1.96144 -0.38533 2.50395 0.10 0.00 -0.07 -0.069
C 3.04988 -0.87008 3.24575 0.05 0.02 -0.04 -0.076
C 4.37781 -0.67266 2.90846 -0.04 -0.07 0.10 -0.138
C 4.66822 0.06982 1.77111 0.05 0.05 -0.09 -0.134
C 3.64452 0.54952 0.98945 -0.02 -0.13 -0.04 -0.043
C 2.27231 0.30779 1.26924 -0.03 -0.01 0.22 -0.354
O 1.40882 0.72701 0.40599 -0.18 0.22 0.20 -0.263
H -0.45095 -1.03388 4.90884 0.00 0.00 0.01 0.053
H 1.24876 -0.57917 5.19214 0.00 0.02 0.00 0.074
H 0.83319 -2.17384 4.53327 0.00 0.00 -0.01 0.088
H -2.52562 0.17551 5.41485 0.01 -0.03 -0.06 0.058
H -4.17588 0.43300 5.99557 -0.02 0.00 -0.03 0.064
H -5.39314 2.52361 5.42402 0.01 0.00 0.01 0.104
H -5.22459 4.94565 4.98555 0.00 0.00 0.01 0.089
H -3.08163 5.91443 4.20802 0.00 -0.01 0.00 0.093
H -1.11064 4.44746 3.91823 -0.03 0.00 0.00 0.102
H -1.28024 2.03697 4.39284 0.04 -0.03 -0.01 0.105
H 2.85138 -1.43806 4.14236 -0.01 -0.01 0.00 0.085
H 5.16575 -1.08213 3.52891 -0.01 0.00 0.00 0.079
H 5.69819 0.26514 1.48825 -0.01 0.00 0.00 0.087
H 3.85087 1.10509 0.08137 -0.02 0.01 0.00 0.103
Cl -3.21731 -7.45702 -1.55005 -0.04 -0.08 -0.10 0.551
C -2.57165 -6.27689 -0.42193 0.05 0.08 -0.05 -0.703
C -2.77562 -6.47345 0.96109 0.02 0.06 0.09 -0.145
C -2.27076 -5.58938 1.86139 0.01 0.01 0.00 -0.025
C -1.48517 -4.41769 1.47673 0.01 0.00 0.02 -0.407
O -0.95139 -3.69748 2.33079 -0.03 -0.01 -0.02 -0.011
C -1.37628 -4.22571 0.03300 0.11 -0.01 0.10 -0.133
C -0.74219 -3.08698 -0.55468 0.05 0.02 -0.05 -0.250
O -0.33212 -2.07380 0.00084 0.00 -0.06 0.04 -0.144
C -1.89505 -5.18053 -0.86504 -0.01 -0.04 0.02 -0.103
H -3.34262 -7.33623 1.29191 0.00 -0.01 0.00 0.087
H -2.42377 -5.72803 2.92528 0.00 -0.02 -0.01 0.098
H -0.61654 -3.15358 -1.65909 -0.11 0.00 -0.02 0.117
H -1.75799 -5.01743 -1.92949 -0.01 -0.01 0.00 0.101
N -0.96177 4.95958 -1.09039 0.01 0.17 -0.19 0.141
C -1.77824 3.69498 -1.27266 -0.06 0.05 -0.02 -0.492
C -2.99453 4.03975 -2.11852 -0.08 -0.05 -0.03 -0.099
P -2.26948 3.34045 0.51112 -0.18 -0.04 -0.31 0.302
O -3.70786 2.66000 0.41669 0.04 0.02 -0.07 -0.161
O -2.38686 4.74606 1.02834 0.00 0.12 0.07 -0.327
O -1.27151 2.39339 1.07853 0.23 -0.31 0.10 -0.392
P -0.66596 2.52289 -2.17072 -0.07 0.12 0.14 0.243
O 0.72010 2.77654 -1.37055 0.23 0.14 -0.05 -0.186
O -0.51398 3.05630 -3.54747 0.08 0.09 -0.05 -0.323
O -1.18307 1.14425 -1.90721 0.07 -0.27 0.07 -0.412
H -1.37304 5.38152 -0.22106 -0.05 0.01 0.14 0.103
H -1.03418 5.56158 -1.90688 0.09 -0.07 -0.03 0.147
H 0.01371 4.68186 -0.94777 0.05 0.01 0.07 0.130
H -3.66822 4.71624 -1.58704 0.01 0.01 0.00 0.080
H -3.54342 3.12416 -2.33386 -0.01 0.01 0.03 0.089
H -2.68630 4.47187 -3.07455 0.02 -0.01 0.01 0.071
H -3.67583 1.68541 0.57115 0.01 0.04 0.08 -0.020
H 1.07988 2.09403 -0.75166 -0.17 -0.05 0.07 0.039
S 5.39482 -1.33534 -4.59555 -0.09 0.11 -0.07 0.976
C 3.87283 -1.22162 -3.67099 0.00 -0.10 0.10 -0.541
C 2.94926 -0.21608 -3.92146 0.02 0.04 -0.01 -0.064
C 1.80118 -0.16975 -3.14152 0.08 0.01 -0.09 -0.101
N 1.55888 -1.02972 -2.15724 -0.28 0.06 -0.11 0.103
C 2.44658 -1.98254 -1.92090 0.07 0.03 0.13 -0.119
C 3.62084 -2.12770 -2.65260 0.01 0.00 0.02 -0.085
C 4.73394 -1.60707 -6.22177 0.01 -0.03 0.00 -0.533
C 5.12431 -0.80247 -7.28315 0.08 -0.05 0.02 -0.094
C 4.62878 -1.08304 -8.54842 0.02 0.02 0.01 -0.162
N 3.78357 -2.07360 -8.81075 -0.02 0.01 -0.08 0.046
C 3.40186 -2.82803 -7.78050 0.00 -0.02 0.05 -0.148
C 3.84870 -2.64724 -6.48321 -0.03 0.05 0.02 -0.072
H 3.11346 0.51799 -4.69980 0.00 -0.01 0.01 0.110
H 1.05015 0.59575 -3.31231 0.03 -0.05 -0.01 0.090
H 2.21681 -2.65654 -1.10096 -0.01 0.02 -0.01 0.115
H 4.31691 -2.92467 -2.42673 0.01 0.01 -0.01 0.099
H 5.79787 0.02948 -7.12701 -0.01 0.00 0.01 0.098
H 4.92350 -0.46554 -9.39117 -0.01 -0.02 0.00 0.099
H 2.70393 -3.62802 -8.00380 0.01 0.01 -0.01 0.104
H 3.50636 -3.29443 -5.68635 0.00 0.01 0.00 0.112
```
Forces are in eV/Å.

## Properties
- energy (eV) = -144782.57070
- net charge = -2
- multiplicity = 1
- energy above the lowest of the compared OMol25 structures with the same formula, charge and spin (kJ/mol) = 0.00
- gap between HOMO and LUMO (eV) = 5.70